This record from OMol25 describes an isolated molecule of C17H23NSi at a distorted geometry. The level of theory is the ωB97M-V functional and the def2-TZVPD basis.

Geometry as XYZ:
```
42
Properties=species:S:1:pos:R:3:lowdin_charge:R:1
C 1.821 -4.141 -1.131 -0.0964
C -1.836 2.013 -3.418 -0.1093
C 2.551 -3.139 -0.533 -0.0869
C 0.454 -4.029 -1.233 -0.0752
C -2.516 2.082 -2.205 -0.0729
C -0.753 1.219 -3.576 -0.0965
C 1.955 -1.975 -0.061 -0.0763
C -0.180 -2.877 -0.778 -0.0852
C -2.037 1.359 -1.122 -0.1114
C -0.327 0.422 -2.526 -0.0783
C 0.583 -1.852 -0.236 -0.2664
C -0.968 0.543 -1.320 -0.2731
N 2.327 3.400 2.078 -0.0146
C -1.251 -1.764 2.470 -0.1566
C 0.997 3.011 2.485 -0.3225
C 0.101 2.278 1.481 -0.2477
C -1.688 -0.777 1.416 -0.3027
C 0.803 1.031 0.925 -0.2593
Si -0.308 -0.288 0.218 0.6589
H 2.276 -5.051 -1.447 0.0967
H -2.141 2.685 -4.221 0.1069
H 3.635 -3.307 -0.463 0.1092
H -0.098 -4.800 -1.692 0.0905
H -3.259 2.872 -2.096 0.1044
H -0.231 1.172 -4.529 0.1076
H 2.518 -1.188 0.391 0.0894
H -1.256 -2.789 -0.806 0.1067
H -2.479 1.404 -0.110 0.1082
H 0.548 -0.201 -2.594 0.1034
H 2.344 4.113 1.354 0.0677
H 2.836 2.586 1.718 0.0614
H -1.156 -2.752 2.026 0.0635
H -1.966 -1.831 3.303 0.0748
H -0.271 -1.533 2.881 0.0658
H 1.096 2.381 3.381 0.1097
H 0.519 3.931 2.863 0.1101
H -0.823 2.021 1.976 0.0825
H -0.174 2.965 0.634 0.1222
H -2.472 -1.156 0.767 0.0737
H -2.081 0.114 1.877 0.0547
H 1.546 1.356 0.169 0.0929
H 1.361 0.493 1.684 0.0703
```

Values from the calculation:
- energy above the lowest of the compared OMol25 structures with the same formula, charge and spin (kJ/mol) = 0.0
- SMILES = CC[Si](CCCN)(c1ccccc1)c1ccccc1

---

This record from OMol25 describes an isolated molecule of C3H6N2 at a distorted geometry. The level of theory is the ωB97M-V functional and the def2-TZVPD basis.

Geometry as XYZ:
```
11
Properties=species:S:1:pos:R:3:lowdin_charge:R:1
C 1.835 0.063 0.044 -0.0222
C -1.184 -0.848 0.170 -0.1357
C -0.995 0.686 -0.058 -0.2052
H 1.753 1.114 -0.301 0.0811
H 2.778 -0.113 0.387 0.0160
H -0.750 -1.091 1.230 0.1359
H -2.067 -1.292 -0.448 0.1276
H -1.546 1.481 -0.791 0.1531
H -0.524 1.095 0.862 0.0906
N 0.978 -0.851 -0.393 0.0307
N -0.279 -0.243 -0.701 -0.2719
```

Values from the calculation:
- energy above the lowest of the compared OMol25 structures with the same formula, charge and spin (kJ/mol) = 465.0
- SMILES = C=NN1CC1

---

This record from OMol25 describes the ion C8H11N4S with charge +1 at a distorted geometry. The level of theory is the ωB97M-V functional and the def2-TZVPD basis.

Geometry as XYZ:
```
24
Properties=species:S:1:pos:R:3:lowdin_charge:R:1
C 0.763 2.598 -1.439 0.0069
C 0.828 2.372 -0.088 -0.0113
C 0.535 1.535 -2.383 0.0633
C 0.159 1.253 0.423 -0.0204
C 0.105 0.415 -1.743 -0.0285
C 0.898 -1.534 1.839 -0.7655
C -2.473 -0.934 -0.713 0.0140
C -1.029 -1.055 -0.390 -0.3913
N 0.696 -2.071 0.654 0.0193
N -0.478 -2.058 0.051 0.0533
N -0.265 0.308 -0.445 0.0300
N 2.136 -1.707 2.341 0.1213
S -0.510 -0.924 2.643 0.9244
H 1.173 3.507 -1.748 0.1057
H 1.396 3.084 0.675 0.1803
H 0.645 1.640 -3.382 0.0944
H 0.124 0.880 1.472 0.0592
H -0.244 -0.446 -2.263 0.1380
H -2.815 -0.028 -0.060 0.1354
H -2.994 -1.724 -0.293 0.0658
H -2.794 -0.690 -1.758 0.1123
H -0.887 -0.617 1.362 -0.1202
H 2.714 -2.373 1.932 0.0895
H 2.318 -1.429 3.315 0.1240
```

Values from the calculation:
- total charge = +1
- energy above the lowest of the compared OMol25 structures with the same formula, charge and spin (kJ/mol) = 296.9
- SMILES = C/C(=N/N=C(/N)S)[n+]1ccccc1

---

This record from OMol25 describes an isolated molecule of C2H6N4S at a distorted geometry. The level of theory is the ωB97M-V functional and the def2-TZVPD basis.

Geometry as XYZ:
```
13
Properties=species:S:1:pos:R:3:lowdin_charge:R:1
C 0.434 1.467 0.011 -0.2203
C 1.712 1.039 -0.094 -0.4358
N -0.717 0.721 -0.200 -0.0745
N 0.870 -1.220 0.562 -0.4051
N -0.638 -0.556 -0.657 -0.1038
N -1.871 -1.026 -0.328 -0.0109
S 2.186 -0.640 -0.164 0.8085
H 0.336 2.499 0.116 0.0798
H 2.590 1.703 -0.153 0.0565
H -1.524 0.808 0.493 0.1497
H 0.999 -2.187 0.288 -0.0300
H -2.378 -0.571 0.452 0.0887
H -2.000 -2.037 -0.327 0.0973
```

Values from the calculation:
- energy above the lowest of the compared OMol25 structures with the same formula, charge and spin (kJ/mol) = 488.7

---

This record from OMol25 describes a cluster of 3 separate species, C34H43Cl2F3NO4 in total at a distorted geometry. The level of theory is the ωB97M-V functional and the def2-TZVPD basis.

Geometry as XYZ:
```
87
Properties=species:S:1:pos:R:3:lowdin_charge:R:1
C 5.738 -0.447 0.765 0.0447
C 6.232 0.755 1.234 -0.1242
O 5.524 1.995 1.014 -0.0025
C 4.407 1.933 1.866 -0.4136
O 4.555 2.137 3.041 0.1791
C 2.977 1.572 1.375 0.0173
C 2.388 0.336 1.913 0.0307
C 1.018 -0.041 1.523 -0.4981
Cl 0.391 -1.527 2.278 0.7609
N 0.292 0.742 0.654 -0.0127
C -1.113 0.341 0.313 -0.1385
C -2.036 1.072 1.400 -0.1534
C -3.575 0.911 1.118 -0.1768
C -4.018 1.399 -0.320 -0.1899
C -4.861 0.343 -1.151 -0.1816
C -4.311 -1.145 -1.077 -0.1540
C -5.406 -2.066 -0.352 -0.2187
O -5.247 -3.409 -0.839 -0.2391
C -5.931 -3.616 -2.082 -0.1099
C 0.791 1.925 0.105 -0.0725
C -0.014 2.825 -0.878 -0.0902
C 0.023 2.271 -2.382 -0.2055
C 1.459 1.829 -2.856 -0.5389
Cl 1.724 0.020 -2.786 0.5190
C 2.162 2.379 0.458 -0.0367
C 2.771 3.733 -0.090 -0.0415
C 2.530 4.815 1.031 -0.2316
O 3.696 5.040 1.827 0.0092
C 2.014 6.213 0.507 -0.4509
F 1.098 6.679 1.458 0.0824
F 2.999 7.164 0.474 0.1385
F 1.326 6.168 -0.681 0.1117
H 4.691 -0.803 0.967 0.0624
H 6.404 -1.140 0.183 0.0778
H 7.175 0.742 1.836 0.1404
H 2.944 -0.313 2.625 0.1319
H -1.240 -0.778 0.362 0.1101
H -1.383 0.627 -0.736 0.1003
H -1.703 0.651 2.393 0.1118
H -1.718 2.158 1.420 0.1187
H -4.110 1.577 1.860 0.1226
H -3.882 -0.136 1.375 0.1076
H -3.147 1.742 -0.960 0.0904
H -4.666 2.318 -0.205 0.1163
H -5.936 0.398 -0.836 0.1110
H -4.776 0.656 -2.233 0.1134
H -4.167 -1.551 -2.109 0.1068
H -3.367 -1.253 -0.474 0.0910
H -5.291 -2.052 0.764 0.1184
H -6.447 -1.722 -0.607 0.1206
H -6.998 -3.964 -1.958 0.0984
H -5.356 -4.400 -2.646 0.1011
H -5.975 -2.636 -2.649 0.0906
H -1.100 2.763 -0.573 0.1034
H 0.302 3.898 -0.875 0.1137
H -0.687 1.406 -2.517 0.0963
H -0.331 3.061 -3.109 0.1284
H 1.647 2.154 -3.918 0.0910
H 2.265 2.289 -2.232 0.0495
H 3.880 3.549 -0.226 0.1469
H 2.378 4.005 -1.098 0.1108
H 1.739 4.407 1.728 0.1687
H 3.389 5.535 2.611 0.1295
C -7.355 -4.043 2.872 -0.0974
C -6.117 -4.580 2.540 -0.1016
C -5.272 -5.050 3.540 -0.0981
C -5.671 -4.992 4.870 -0.0982
C -6.911 -4.459 5.201 -0.0959
C -7.752 -3.980 4.203 -0.0953
H -8.012 -3.674 2.093 0.0996
H -5.809 -4.631 1.501 0.0882
H -4.304 -5.462 3.281 0.0985
H -5.015 -5.363 5.649 0.1001
H -7.223 -4.415 6.238 0.1018
H -8.716 -3.560 4.462 0.1013
C 7.749 -2.996 -4.285 -0.0912
C 8.924 -2.256 -4.340 -0.0888
C 9.009 -1.035 -3.681 -0.0918
C 7.921 -0.558 -2.960 -0.1011
C 6.747 -1.300 -2.902 -0.1160
C 6.659 -2.517 -3.568 -0.0976
H 7.683 -3.946 -4.802 0.1033
H 9.775 -2.630 -4.897 0.1043
H 9.923 -0.455 -3.729 0.1030
H 7.988 0.392 -2.442 0.0977
H 5.898 -0.929 -2.338 0.0834
H 5.742 -3.093 -3.528 0.0992
```

Values from the calculation:
- total charge = +1
- total energy (eV) = -78821.286

---

This record from OMol25 describes a structure of composition C33H37BN7NaP. The level of theory is the ωB97M-V functional and the def2-TZVPD basis.

Geometry as XYZ:
```
80
Properties=species:S:1:pos:R:3:lowdin_charge:R:1
Na 0.280 -0.585 0.567 0.2000
C 3.002 -1.905 -1.721 -0.0253
C 3.514 -1.111 -0.557 -0.3421
C 4.843 -0.899 -0.142 -0.0033
C 4.738 -0.117 0.991 -0.2907
C 5.815 0.424 1.874 -0.0374
N 3.426 0.109 1.210 0.0263
N 2.673 -0.511 0.268 0.0995
B 2.760 0.937 2.334 -0.4944
N 1.906 2.088 1.723 0.0263
N 0.740 1.821 1.079 0.1128
C 0.270 2.984 0.651 -0.3453
C -1.022 3.060 -0.101 -0.0360
C 1.150 4.027 0.999 -0.0039
C 2.177 3.408 1.682 -0.2931
C 3.405 4.001 2.294 -0.0337
N 1.878 0.054 3.250 0.0238
N 1.026 -0.869 2.733 0.0848
C 0.323 -1.348 3.746 -0.3425
C -0.714 -2.402 3.509 -0.0378
C 0.715 -0.728 4.950 -0.0010
C 1.704 0.162 4.583 -0.2922
C 2.476 1.134 5.415 -0.0358
H 3.829 -2.359 -2.269 0.0684
H 2.436 -1.281 -2.415 0.0551
H 2.335 -2.703 -1.389 0.0795
H 5.749 -1.264 -0.598 0.0940
H 6.785 0.094 1.503 0.0719
H 5.706 0.081 2.904 0.0775
H 5.811 1.515 1.898 0.0661
H 3.632 1.435 3.001 0.1034
H -1.613 2.157 0.054 0.0574
H -0.859 3.172 -1.176 0.0746
H -1.620 3.912 0.230 0.0756
H 1.046 5.081 0.797 0.0955
H 3.373 5.086 2.193 0.0726
H 4.313 3.638 1.809 0.0724
H 3.486 3.757 3.354 0.0672
H -1.066 -2.376 2.475 0.0408
H -1.572 -2.253 4.169 0.0689
H -0.315 -3.399 3.710 0.0702
H 0.329 -0.895 5.943 0.0942
H 2.184 1.033 6.461 0.0718
H 2.287 2.164 5.108 0.0738
H 3.551 0.967 5.339 0.0731
N -1.394 -1.735 -0.100 -0.3116
P -2.138 -1.309 -1.358 0.6229
C -3.304 -2.545 -2.089 -0.2810
C -3.247 -3.830 -1.558 -0.0870
C -4.096 -4.826 -2.027 -0.0974
C -5.014 -4.546 -3.030 -0.1127
C -5.082 -3.264 -3.564 -0.1020
C -4.230 -2.274 -3.093 -0.0995
C -3.238 0.175 -1.215 -0.2829
C -3.803 0.412 0.038 -0.0939
C -4.594 1.530 0.258 -0.0969
C -4.826 2.435 -0.771 -0.1094
C -4.269 2.211 -2.022 -0.0980
C -3.480 1.086 -2.240 -0.1018
C -1.105 -0.812 -2.811 -0.2717
C -1.081 -1.442 -4.050 -0.0805
C -0.170 -1.052 -5.030 -0.0961
C 0.725 -0.023 -4.782 -0.1071
C 0.718 0.614 -3.545 -0.0922
C -0.186 0.216 -2.574 -0.0990
H -2.529 -4.011 -0.764 0.0869
H -4.044 -5.824 -1.606 0.0934
H -5.681 -5.320 -3.393 0.0907
H -5.803 -3.038 -4.341 0.0929
H -4.296 -1.274 -3.509 0.0972
H -3.576 -0.280 0.842 0.0980
H -5.018 1.707 1.239 0.0963
H -5.428 3.318 -0.595 0.0926
H -4.439 2.918 -2.825 0.0946
H -3.023 0.935 -3.212 0.1002
H -1.768 -2.254 -4.254 0.0947
H -0.159 -1.559 -5.987 0.0939
H 1.436 0.274 -5.544 0.0937
H 1.426 1.406 -3.330 0.1061
H -0.179 0.688 -1.596 0.0836
```

Values from the calculation:
- total charge = -1
- energy above the lowest of the compared OMol25 structures with the same formula, charge and spin (kJ/mol) = 0.0